2 unconnected molecules or ions with the total composition CH4N2O2 at a distorted geometry, computed with wB97M-V/def2-TZVPD.

Geometry as XYZ:
```
9
Properties=species:S:1:pos:R:3
C 0.09 0.09 0.85
N -2.09 -0.06 -1.04
N 0.45 0.60 -0.39
O 1.75 0.20 -0.71
O -1.98 -0.98 -0.30
H -0.69 -0.65 0.58
H -0.39 0.79 1.56
H 1.02 -0.30 1.18
H 1.83 0.32 -1.72
```

Summary:
- E_LUMO (alpha / beta): -0.0018 / -0.0283 Eh
- E_tot: -8170.7304 eV
- Frontier orbital gap (alpha / beta): 8.64 / 8.22 eV
- Total charge: 0
- HOMO energy (alpha / beta): -0.3192 / -0.3304 hartree

2 unconnected molecules or ions with the total composition CH4N2O2 at a distorted geometry, computed with wB97M-V/def2-TZVPD.

Geometry as XYZ:
```
9
Properties=species:S:1:pos:R:3
C -0.38 0.82 -0.09
N 0.66 1.17 0.76
N -0.88 -1.11 0.10
O -0.93 1.39 -0.97
O 0.07 -1.73 -0.80
H 1.14 0.37 1.18
H 1.24 1.85 0.38
H -0.74 -1.35 1.12
H -0.19 -1.40 -1.69
```

Summary:
- E_LUMO: 0.0197 Eh
- E_tot: -8173.7002 eV
- Frontier orbital gap: 9.17 eV
- Total charge: 0
- HOMO energy: -0.3174 hartree